Record 1
DFT (the ωB97M-V functional and the def2-TZVPD basis) results for 6 unconnected molecules or ions with the total composition C52H42F5N2O20 at a distorted geometry.

Geometry as XYZ:
```
121
Properties=species:S:1:pos:R:3
C 0.9359 2.3026 -4.3848
C 1.4521 1.8058 -3.0168
C 0.5622 0.7178 -2.4220
C 0.3420 -0.4622 -3.3583
N 1.1380 0.2168 -1.1553
C 2.4649 -0.1862 -1.0403
C 2.6159 -0.6152 0.2363
C 3.9602 -1.1761 0.6888
C 4.5111 -2.0812 -0.4073
C 5.7348 -1.7957 -0.9899
C 6.2175 -2.6063 -2.0126
C 5.4563 -3.6827 -2.4341
C 4.2391 -3.9822 -1.8385
C 3.7557 -3.1776 -0.8228
N 1.4146 -0.4742 0.9033
C 0.5499 0.0224 0.0023
C -0.9186 0.2642 0.3022
F -1.0828 -0.1260 1.5915
F -1.2069 1.5625 0.1830
C -1.7919 -0.6070 -0.5731
C -2.6599 -0.0753 -1.5078
C -3.4178 -0.9060 -2.3197
C -3.2984 -2.2814 -2.1959
C -2.4279 -2.7988 -1.2457
C -2.3097 -4.3015 -1.1229
F -2.0558 -4.8481 -2.3171
F -1.2949 -4.6566 -0.3180
F -3.4090 -4.8610 -0.6425
C -1.6717 -1.9883 -0.4234
H 1.6932 2.1135 -5.1385
H 0.0286 1.8083 -4.7086
H 0.7740 3.3723 -4.3708
H 1.4337 2.6468 -2.3284
H 2.4685 1.4499 -3.1364
H -0.3769 1.2037 -2.1893
H 1.2883 -0.7230 -3.8332
H -0.0098 -1.3424 -2.8280
H -0.3482 -0.2089 -4.1506
H 3.1857 -0.1687 -1.8264
H 3.8680 -1.7303 1.6186
H 4.6958 -0.3878 0.8198
H 6.2830 -0.9407 -0.6257
H 7.1616 -2.3990 -2.4879
H 5.8380 -4.2881 -3.2421
H 3.6786 -4.8322 -2.1949
H 2.8091 -3.3893 -0.3511
H 1.2411 -0.7211 1.8667
H -2.7424 0.9964 -1.6087
H -4.1023 -0.5049 -3.0474
H -3.8624 -2.9435 -2.8311
H -0.9867 -2.4014 0.2975
C -4.7649 4.6441 -5.3501
C -4.3815 3.4022 -5.0258
C -4.4351 2.9051 -3.6079
O -4.0711 1.7568 -3.3967
C -4.8887 3.8034 -2.5676
C -5.2659 5.0490 -2.8911
C -5.2405 5.5454 -4.3121
O -5.6153 6.6824 -4.5208
O -5.6898 5.9324 -1.9969
O -3.9278 2.5229 -5.9121
H -4.7344 5.0151 -6.3648
H -4.8992 3.4297 -1.5499
H -5.9022 6.7441 -2.4979
H -3.7271 1.7021 -5.4210
C -4.4499 -1.8550 -7.0965
C -4.7278 -2.7716 -8.0367
C -4.0010 -2.8011 -9.3561
O -4.2994 -3.6749 -10.1439
C -2.9920 -1.7850 -9.6102
C -2.7216 -0.8702 -8.6714
C -3.4292 -0.8608 -7.3461
O -3.1042 -0.0034 -6.5384
O -1.8172 0.0907 -8.8349
O -5.6460 -3.7091 -7.8801
H -4.9641 -1.8258 -6.1461
H -2.4879 -1.8027 -10.5660
H -1.8270 0.6170 -8.0142
H -5.6436 -4.2375 -8.7027
C -5.2413 2.9535 3.9898
C -5.2654 3.5381 2.7824
C -4.6582 2.8791 1.5773
O -4.7064 3.4583 0.5056
C -4.0278 1.5870 1.7409
C -3.9993 1.0018 2.9440
C -4.6147 1.6497 4.1538
O -4.5573 1.0460 5.2062
O -3.4292 -0.1801 3.1383
O -5.8122 4.7276 2.5641
H -5.6722 3.4174 4.8655
H -3.5934 1.1294 0.8648
H -3.5335 -0.3938 4.0856
H -5.6983 4.9199 1.6140
C 4.6976 2.0804 5.7595
C 4.1901 0.8441 5.6335
C 3.6078 0.3643 4.3342
O 3.1697 -0.7743 4.2729
C 3.5806 1.2709 3.2069
C 4.0809 2.5077 3.3312
C 4.6869 2.9872 4.6251
O 5.1331 4.1165 4.6437
O 4.0857 3.3905 2.3454
O 4.1643 -0.0297 6.6286
H 5.1209 2.4401 6.6865
H 3.1411 0.8884 2.3017
H 4.5078 4.1971 2.7054
H 3.7520 -0.8443 6.2843
C 5.9252 -3.7614 10.9402
C 5.1405 -3.6616 9.8602
C 4.5111 -2.3582 9.4532
O 3.8252 -2.3481 8.4449
C 4.7478 -1.1884 10.2751
C 5.5304 -1.2862 11.3594
C 6.1816 -2.5846 11.7548
O 6.8904 -2.5830 12.7414
O 5.7913 -0.2616 12.1572
O 4.8598 -4.6931 9.0702
H 6.3843 -4.6925 11.2405
H 4.2776 -0.2612 9.9799
H 6.3805 -0.6038 12.8576
H 4.2758 -4.3465 8.3701
```

The total energy is -4120.2079 a.u. Its charge is +1. For the maximum force, the calculation gives 0.038 Eh/bohr. The value obtained for the HOMO energy is -11.01 eV. The value obtained for the frontier orbital gap is 0.27209 hartree. As for the spin multiplicity: 1.



Record 2
DFT (the ωB97M-V functional and the def2-TZVPD basis) results for a molecular structure, C52H43CrN6O6S2Te at a distorted geometry.

Geometry as XYZ:
```
111
Properties=species:S:1:pos:R:3
Cr 13.0719 15.8223 14.8980
O 17.6484 12.9473 12.3252
C 17.9713 13.6947 13.4825
C 19.3465 13.7012 13.7699
C 19.7882 14.1931 14.9745
C 18.8780 14.7868 15.8440
C 17.5441 14.9185 15.5133
C 17.0419 14.2943 14.3507
C 15.6186 14.3648 14.1729
O 14.9316 15.0386 14.9803
N 15.0625 13.6445 13.1630
N 12.7594 14.3268 13.4145
C 11.4898 14.4654 12.6067
C 10.1284 14.2094 13.1920
C 9.0229 14.5352 12.3756
C 7.7234 14.2244 12.8038
C 7.6002 13.6795 14.0942
C 8.7250 13.4290 14.8371
N 9.9892 13.6783 14.4113
H 17.4664 13.5139 11.5339
H 20.0465 13.2230 13.0645
H 20.8550 14.1623 15.2447
H 19.0931 15.1858 16.8174
H 16.8428 15.4533 16.1832
H 11.6104 13.7664 11.7723
H 9.2097 15.0934 11.4348
H 6.8855 14.3380 12.1494
H 6.6230 13.4021 14.4522
H 8.5892 12.9947 15.8422
C 9.4584 19.9570 10.6100
C 9.8744 19.0495 11.7272
C 9.5115 19.2490 13.0219
C 10.0347 18.5012 14.0943
C 9.7989 19.0947 15.4483
O 9.7623 20.3549 15.5345
C 9.5164 18.2682 16.6624
C 9.0159 16.9663 16.6257
C 8.3916 16.4364 17.7650
C 8.5524 17.0723 18.9738
C 9.1630 18.3213 19.0722
C 9.5730 18.9404 17.9121
C 10.8487 17.3892 13.7884
O 11.2914 16.6148 14.7712
C 11.1576 17.1078 12.4173
C 10.6843 17.9466 11.4203
C 11.9808 15.8698 12.0837
N 13.2758 15.6865 12.9438
C 13.6554 13.1921 13.0823
C 13.3078 11.9418 13.9926
Te 11.6645 10.6388 13.4219
C 11.3924 9.9710 15.3901
C 11.5538 8.6079 15.6859
C 11.2139 8.1553 16.9598
C 10.8947 9.0496 17.9620
C 10.7825 10.4093 17.6898
C 11.0025 10.8766 16.4136
C 12.4226 15.7634 10.6014
C 11.4579 15.2758 9.6976
C 11.7491 14.9908 8.3597
C 13.0303 15.2550 7.8925
C 13.9519 15.8571 8.7332
C 13.6524 16.1832 10.0536
H 8.4445 20.3388 10.6795
H 9.6171 19.3962 9.6708
H 10.0669 20.8730 10.4959
H 8.8595 20.1212 13.2296
H 9.1031 16.3772 15.7229
H 7.8186 15.5041 17.6755
H 8.1412 16.6208 19.8931
H 9.2657 18.8063 20.0676
H 9.9009 19.9933 17.9922
H 10.9506 17.6749 10.3968
H 15.6881 12.9442 12.7274
H 13.5576 12.9361 12.0374
H 13.1462 12.2275 15.0417
H 14.1706 11.2834 13.9365
H 11.9288 7.9038 14.9340
H 11.2017 7.0709 17.1818
H 10.6141 8.7288 18.9667
H 10.5497 11.0989 18.5100
H 10.8808 11.9266 16.2085
H 10.4137 15.1295 9.9892
H 11.0282 14.5000 7.7469
H 13.3339 14.9846 6.8709
H 14.9372 16.1170 8.3104
H 14.4394 16.6311 10.6869
O 12.2229 18.0400 19.6600
C 12.6631 19.1508 19.1069
C 12.5691 20.3934 19.8026
C 13.0724 21.5245 19.2016
C 13.6693 21.4947 17.9432
C 13.7558 20.2966 17.2205
C 13.2091 19.1292 17.7966
C 13.2163 17.8358 17.0567
O 13.5655 17.6958 15.8138
N 12.8959 16.7575 17.7786
N 13.0292 15.5142 17.1434
C 13.6085 14.5632 17.8470
S 13.6815 12.8930 17.4717
C 14.9322 12.2949 18.6505
C 15.0568 13.3199 19.7971
S 14.4784 14.9602 19.3235
H 12.5555 17.2005 18.8976
H 12.2185 20.4861 20.8326
H 13.0441 22.5143 19.7150
H 14.0329 22.4233 17.5010
H 14.1358 20.1712 16.2424
H 15.8754 12.1699 18.0938
H 14.5623 11.3019 19.0004
H 16.0578 13.4209 20.1692
H 14.3935 13.0081 20.6319
```

The total energy is -4896.1656 a.u. Its charge is 0. For the maximum force, the calculation gives 0.063 Eh/bohr. The value obtained for the HOMO energy (alpha / beta) is -7.04 / -7.04 eV. The value obtained for the frontier orbital gap (alpha / beta) is 0.23657 / 0.23424 hartree. As for the spin multiplicity: 4.